90
Properties=species:S:1:pos:R:3:mulliken_charge:R:1 method="wB97M-V/def2-TZVPD" orbital_gap_ev=3.26 lumo_energy_ha=-0.199 relative_energy_kj_mol=0.0 e_tot_ha=-5121.06447 homo_energy_ev=-8.67 spin_multiplicity=1
In 24.99066 18.87297 -1.37978 1.481
N 23.49136 21.25460 -1.08173 -0.092
S 22.92799 22.19556 0.07389 0.889
O 21.51586 22.37906 0.10442 -0.664
O 23.76964 23.29255 0.42430 -0.614
F 23.20037 21.18195 1.28211 -0.152
S 23.12902 22.15757 -2.39552 1.008
O 23.86436 23.35511 -2.56260 -0.639
O 21.76828 22.06564 -2.81119 -0.609
F 23.84199 21.14238 -3.43519 -0.266
C 27.35795 14.37935 -2.44088 -0.198
C 26.34254 15.39315 -2.25531 0.531
C 24.92697 14.93613 -1.91836 0.022
O 24.04447 15.76164 -1.88838 0.057
C 24.71605 13.50481 -1.79566 -0.141
C 25.74957 12.51596 -1.94994 0.004
C 27.13268 12.96955 -2.27731 0.151
O 28.05314 12.19896 -2.38593 -0.509
O 25.47166 11.34943 -1.81233 -0.503
O 26.55613 16.56163 -2.50743 -0.419
H 28.37728 14.68630 -2.64359 0.492
H 23.73300 13.12040 -1.54784 0.549
C 22.44487 15.42555 0.79752 -0.313
O 21.58264 16.42376 1.33130 -0.312
P 22.14896 17.87050 1.67532 0.112
O 23.34118 18.30395 0.95867 0.512
O 20.90907 18.81403 1.51125 -0.306
C 20.38202 19.05295 0.19963 -0.268
O 22.35675 17.88510 3.23321 -0.351
C 21.30233 17.47688 4.11929 -0.741
H 22.52888 14.60957 1.52022 0.383
H 23.46530 15.79192 0.67705 0.093
H 22.05757 15.07492 -0.15377 -0.008
H 20.37489 20.13106 0.02490 0.210
H 19.34331 18.73033 0.14245 0.353
H 20.99816 18.64309 -0.60128 -0.125
H 21.26710 18.15499 4.96357 0.252
H 21.53922 16.45857 4.43226 0.249
H 20.34124 17.42369 3.60893 0.333
C 25.25945 22.30830 3.23252 -0.678
O 26.37452 22.46566 2.35109 -0.225
P 26.99001 21.17260 1.71581 -0.516
O 26.14128 20.30482 0.91066 0.965
O 28.15449 21.79611 0.84376 -0.169
C 29.10822 22.67871 1.40333 -0.805
O 27.74276 20.46458 2.92408 -0.347
C 28.51382 19.30288 2.62179 -0.444
H 24.62380 23.18758 3.19583 0.258
H 25.59581 22.22365 4.27216 0.320
H 24.67297 21.41913 3.01657 0.156
H 28.85833 22.99230 2.41775 0.358
H 29.15421 23.59752 0.81716 0.297
H 30.09417 22.21191 1.38499 0.150
H 28.40716 18.57073 3.42448 0.362
H 29.57118 19.55145 2.54620 0.227
H 28.11875 18.81213 1.73049 -0.022
C 21.10022 16.59774 -5.78410 -0.871
O 21.92731 17.00644 -4.69589 -0.147
P 21.32337 17.91419 -3.53189 -0.238
O 22.32314 18.31667 -2.55667 0.751
O 20.55382 19.06924 -4.25645 -0.361
C 21.28523 19.96303 -5.10125 -0.857
O 20.10503 17.05697 -2.99531 -0.367
C 20.40877 15.84829 -2.30342 -0.538
H 20.03667 16.57362 -5.54032 0.369
H 21.42944 15.60942 -6.09214 0.265
H 21.20400 17.31002 -6.60394 0.265
H 22.36461 19.81594 -5.07584 0.308
H 21.08057 20.98855 -4.81034 0.315
H 20.95300 19.84129 -6.13500 0.291
H 21.46268 15.56234 -2.31984 -0.037
H 19.84465 15.04925 -2.78440 0.369
H 20.10646 15.95876 -1.26229 0.300
C 29.46123 17.70814 -3.45277 -0.250
O 30.12202 18.55203 -2.52568 -0.313
P 29.45289 18.82314 -1.11055 -0.078
O 27.99465 18.93310 -1.15942 0.217
O 30.23302 20.05596 -0.56526 -0.206
C 31.65755 20.16124 -0.66698 -0.867
O 29.99174 17.67599 -0.13815 -0.272
C 29.51094 16.34660 -0.23823 -0.442
H 30.12406 17.34204 -4.23537 0.329
H 28.66776 18.25612 -3.96491 0.242
H 29.00256 16.84287 -2.97369 -0.132
H 31.93974 20.92697 -1.38603 0.266
H 32.11547 19.23352 -1.01348 0.363
H 32.03722 20.38632 0.32620 0.312
H 30.03180 15.77919 -1.01388 0.278
H 28.43603 16.25613 -0.41547 -0.010
H 29.72290 15.90119 0.73264 0.409